C4H10O3 | ωB97M-V/def2-TZVPD

Properties
Relative energy (zero: lowest compared OMol25 entry of this formula, charge and spin) (kJ/mol): 91.3
Highest occupied orbital energy (eV): 0.72
HOMO-LUMO gap (eV): 6.2567
Charge: -2
Lowest unoccupied orbital energy (eV): 6.979

Structure (XYZ):
```
17
Properties=species:S:1:pos:R:3:forces:R:3
C -0.796883 -2.112522 -1.451883 2.238 -0.816 2.144
O -0.237216 -3.202348 -2.002380 0.355 -0.255 -0.796
C 0.252075 -1.018507 -0.844176 -1.772 -0.748 -0.558
C -0.505053 0.210501 -0.325090 1.300 1.347 -2.010
C 0.452142 1.421837 0.126644 -2.532 -1.078 0.104
O -0.214641 2.333913 0.926461 0.500 0.247 1.125
H -1.459260 -1.568022 -2.094979 -0.916 0.829 -0.702
H -1.347358 -2.452001 -0.535661 -0.599 0.545 0.109
H 0.793195 -0.667171 -1.693535 0.769 0.187 -0.890
H 0.998563 -1.532316 -0.220042 -0.495 0.176 0.375
H -0.939496 0.642602 -1.271820 -0.317 -0.514 0.807
H -1.332786 0.003795 0.331556 -0.067 -0.024 0.733
H 0.656829 1.989660 -0.791676 1.056 -0.616 -0.281
H 1.261731 0.862335 0.614979 0.630 0.812 -0.039
H 0.382796 2.235492 2.058225 -0.100 -0.582 -0.225
H 0.457790 1.268151 3.476224 -0.139 -0.079 -0.091
O 1.010778 1.890944 3.002159 0.087 0.570 0.194
```
Forces are in eV/Å.